C5H28NO9 | wB97M-V/def2-TZVPD

Positions of all 43 atoms, in Å:
C (-1.34381, 2.56084, -1.58233)
N (-0.31668, 2.95502, -0.60230)
C (-0.56667, 2.87157, 3.26613)
O (-1.48563, 2.62654, 3.97007)
C (-0.97286, 1.66603, -2.68788)
C (-1.22707, 0.18995, -2.37966)
C (-0.74741, -0.71744, -3.55747)
H (-2.18374, 2.31887, -1.04892)
H (-1.45666, 3.58163, -1.92713)
H (-0.16868, 2.28620, 0.04759)
H (0.43302, 2.43171, 3.42816)
H (-0.70163, 3.32793, 2.24102)
H (0.07229, 1.65273, -3.16426)
H (-1.51468, 1.85393, -3.57253)
H (-0.87357, -0.42118, -1.42787)
H (-2.37375, 0.05760, -2.40737)
H (0.13369, -1.36051, -3.24186)
H (-0.38546, 0.02494, -4.40716)
H (-1.44578, -1.48447, -3.99892)
H (-0.41590, -2.59868, 3.33522)
H (0.86825, -2.41070, 2.80297)
O (0.40615, -3.19573, 3.13484)
H (-2.12753, -1.53338, 0.87406)
H (-0.88331, -1.05641, 1.60684)
O (-1.24980, -1.40612, 0.67437)
H (0.76579, 0.17689, 2.39670)
H (2.23853, 0.72927, 2.52862)
O (1.60835, 0.79016, 1.96182)
H (2.44167, 0.67630, -0.63883)
H (1.42100, 0.05681, -1.48174)
O (1.83869, 0.88869, -1.41671)
H (3.48090, 0.77654, 0.54703)
H (2.71890, -0.29680, 1.18467)
O (3.58836, -0.11451, 0.76077)
H (-0.73697, -0.03089, 3.49120)
H (0.50473, 3.31987, -1.00074)
O (-0.24505, -0.54213, 2.93850)
H (1.17823, -2.99522, -0.78556)
H (0.37010, -1.91405, -0.15983)
O (1.15874, -1.98831, -0.69013)
H (-1.15852, -4.57419, -0.20787)
H (-0.27735, -4.27366, 0.96327)
O (-0.36891, -4.90563, 0.23322)

Output
Net charge: -1
HOMO energy, eV: -5.89
Kohn-Sham gap, eV: 8.90
M, g mol⁻¹: 246.3


C2H6OSSn | wB97M-V/def2-TZVPD

Positions of all 11 atoms, in Å:
Sn (1.82585, -1.49895, 3.74151)
C (-0.30772, -0.83543, -1.37325)
S (-0.68203, -0.30436, 0.38829)
O (0.31485, -1.00750, 1.26862)
C (-0.17412, 1.47176, 0.34961)
H (0.75410, -0.82925, -1.61939)
H (-0.98007, -0.49335, -2.16004)
H (-0.50528, -1.89409, -1.54151)
H (0.84860, 1.60201, -0.00419)
H (-0.32125, 1.82835, 1.36907)
H (-0.77294, 1.96083, -0.41872)

Output
Net charge: +2
HOMO energy, eV: -16.95
Kohn-Sham gap, eV: 4.54
M, g mol⁻¹: 196.8


C3H37NO14 | wB97M-V/def2-TZVPD

Positions of all 55 atoms, in Å:
C (-0.84224, 1.99278, 0.98263)
C (-0.11158, 3.21686, 0.37707)
C (1.34390, 3.39486, 1.11198)
N (0.28990, 3.00804, -1.02152)
H (-0.28310, 1.22410, 1.42909)
H (-1.52989, 2.34373, 1.76225)
H (-1.34125, 1.61698, 0.08668)
H (-0.76358, 3.97068, 0.52032)
H (1.88569, 2.54543, 1.85445)
H (2.03360, 3.32680, 0.23262)
H (1.43222, 4.21501, 1.84611)
H (0.36411, 2.01823, -1.09036)
H (1.36315, 3.38801, -1.24041)
H (-4.14605, -0.86178, 2.22183)
H (-3.70319, -1.57262, 1.07201)
O (-4.48248, -1.02507, 1.35326)
H (-4.50371, 1.11258, 0.53133)
H (-3.45407, 2.28098, 0.15072)
O (-3.69826, 1.34318, 0.16118)
H (2.00724, 0.36105, 2.89497)
H (1.05353, 0.12203, 4.08428)
O (1.91706, -0.17144, 3.71361)
H (4.22749, 0.89037, 0.77975)
H (2.87221, 1.42744, 0.67199)
O (3.81720, 1.68010, 0.52423)
H (4.07637, -1.47408, -0.10865)
H (4.92466, -0.77781, 0.96546)
O (4.01898, -1.06110, 0.81710)
H (-1.76435, -0.75211, -0.77328)
H (-0.72635, -2.12108, -1.12339)
O (-1.13075, -1.47229, -0.46572)
H (-0.02831, -1.70111, 1.40751)
H (-0.07592, -2.53366, 2.61351)
O (-0.68956, -1.99229, 2.10733)
H (-0.78314, 2.68974, -2.13012)
H (-0.58587, 1.63806, -3.18648)
O (-1.31914, 2.08342, -2.84359)
H (0.46733, -4.51866, -0.13269)
H (-1.06454, -4.71762, -0.15645)
O (-0.25623, -5.06643, -0.46982)
H (-2.32924, 0.81820, -2.09537)
H (-3.56318, 0.26960, -1.35272)
O (-2.90127, 0.05223, -1.89951)
H (2.42594, -2.12018, 1.39430)
H (1.73426, -1.68485, 0.24874)
O (1.60223, -2.31495, 1.00635)
H (-1.98806, -3.00646, -2.37432)
H (-1.82517, -1.70469, -2.59315)
O (-1.46716, -2.51295, -3.05320)
H (0.55048, -2.58757, -2.85756)
H (2.12689, -2.61226, -3.01252)
O (1.38803, -2.42403, -2.43132)
H (1.53211, -0.25558, -1.53809)
H (0.58764, -0.13710, -0.33296)
O (1.31542, 0.14927, -0.63945)

Output
HOMO energy, eV: -10.20
Kohn-Sham gap, eV: 9.97
M, g mol⁻¹: 311.3


C5H13OP | wB97M-V/def2-TZVPD

Positions of all 20 atoms, in Å:
C (0.79524, -1.25605, -0.73343)
C (2.16373, 0.37112, 0.58306)
C (-2.60653, -0.53868, -0.19686)
C (0.84304, -0.41778, 0.53245)
C (-0.32796, 0.56268, 0.60807)
O (-0.39856, 1.02503, 1.82937)
P (-0.84942, 1.60209, -0.76929)
H (1.09817, -0.73734, -1.71770)
H (-0.12371, -1.78615, -0.99516)
H (1.47328, -2.19446, -0.54569)
H (2.85624, 0.06275, -0.05757)
H (2.58035, 0.28442, 1.57641)
H (1.90848, 1.39426, 0.30679)
H (-2.78926, -1.49173, 0.24264)
H (-2.49555, -0.47620, -1.24853)
H (-3.28902, 0.15363, 0.14933)
H (0.66540, -1.13924, 1.43106)
H (-1.06778, 1.74456, 1.91238)
H (0.27096, 2.13126, -1.13266)
H (-0.70707, 0.70582, -1.77470)

Output
HOMO energy (alpha / beta), eV: -7.24 / -8.06
Kohn-Sham gap (alpha / beta), eV: 7.75 / 8.84
M, g mol⁻¹: 120.1


C2H8O4 | wB97M-V/def2-TZVPD

Positions of all 14 atoms, in Å:
C (2.67104, -0.10597, -1.06018)
C (1.23149, 0.17464, -0.86703)
O (0.22254, -0.26229, -1.35428)
O (1.11775, 0.89089, 0.33879)
H (2.93588, -1.16859, -1.21981)
H (3.41781, 0.37463, -0.46210)
H (2.89774, 0.28693, -2.13480)
H (0.18475, 0.97620, 0.52192)
O (-1.36167, 0.92647, 0.53601)
H (-1.66927, 0.05319, 0.08571)
H (-1.17555, 0.67446, 1.41039)
O (-3.10628, -0.94310, 1.20201)
H (-4.11053, -0.75689, 0.91509)
H (-3.25570, -1.12057, 2.08829)

Output
SMILES: CC(=O)O.O.O
HOMO energy, eV: -10.09
Kohn-Sham gap, eV: 10.47
M, g mol⁻¹: 96.1


The following energy above the lowest of the compared OMol25 structures with the same formula, charge and spin values (in eV) correspond, in order, to the records above: 4.730, 0.732, 6.023, 5.184, 1.610.